Density functional theory data (the ωB97M-V functional and the def2-TZVPD basis) for a cluster of 7 separate species, C41H96NO8SSi in total.

```
148
Properties=species:S:1:pos:R:3
S 5.522 0.542 -1.026
Si 2.426 -3.104 2.501
O 0.934 2.854 5.861
O 1.136 4.026 1.020
O -3.695 -5.664 -3.064
O 4.977 6.707 1.001
O 1.827 -2.563 1.046
O -1.896 0.378 -2.601
O 1.969 3.465 -2.504
O -8.273 -6.145 -2.739
N -1.693 -0.447 -1.649
C 2.083 2.240 2.438
C -0.797 0.035 -0.565
C 2.113 -1.686 3.683
C -9.362 -6.891 -3.248
C 0.801 4.106 -2.993
C -9.113 -7.496 -4.619
C -8.945 -3.969 -3.692
C -7.869 -5.026 -3.509
C 4.259 -3.456 2.460
C 2.087 2.212 6.374
C 3.761 0.558 -1.457
C -4.597 -6.059 -2.045
C 3.079 6.642 2.575
C 5.629 9.031 1.501
C 0.501 5.296 3.030
C 2.311 3.488 1.601
C -0.818 1.565 -0.572
C -1.605 -2.874 -1.017
C -3.103 -6.709 -3.810
C -3.978 -6.929 -0.964
C -2.569 -2.156 -3.165
C 0.095 4.336 1.928
C 4.841 8.066 0.630
C 2.617 -2.574 -0.145
C 3.517 -0.547 -2.484
C 1.824 0.837 6.962
C -4.102 -7.581 -4.554
C 1.714 -2.709 -1.361
C -0.111 3.101 6.783
C 1.076 -1.416 -1.908
C 3.242 5.492 -1.973
C 0.684 -0.417 -0.775
C 0.284 3.996 7.945
C -1.487 -1.843 -2.129
C -0.125 -1.839 -2.801
C 0.779 4.298 -4.499
C 4.549 6.367 2.308
C 3.190 4.157 -2.691
C -1.322 -0.405 0.809
C 1.426 -4.587 3.042
C 2.057 -0.722 -2.884
H -0.891 3.586 6.197
H 3.169 0.428 -0.557
H 1.055 3.542 8.570
H 2.763 0.384 7.279
H 3.954 3.496 -2.278
H -7.480 -5.351 -4.481
H 1.458 2.434 3.312
H 2.029 -2.007 4.719
H 3.040 1.855 2.795
H 1.168 0.881 7.833
H -9.520 -7.687 -2.521
H 2.296 -3.163 -2.167
H -8.538 -3.121 -4.242
H 1.235 0.502 -0.952
H -0.791 -2.814 -0.302
H -8.964 -6.733 -5.384
H -0.355 5.506 3.673
H -4.719 -7.142 -0.194
H 2.814 6.299 3.576
H 0.665 4.950 7.580
H -3.131 -6.419 -0.502
H 0.869 6.238 2.621
H 4.591 -3.525 3.496
H -9.302 -3.617 -2.724
H 2.593 2.854 7.104
H -7.028 -4.599 -2.964
H 4.842 -2.701 1.940
H -0.186 -1.184 -3.667
H 1.039 -0.786 0.184
H -0.311 3.417 2.368
H -9.969 -8.101 -4.919
H -2.442 -1.584 -4.076
H -5.476 -6.548 -2.479
H 3.783 8.352 0.601
H -2.354 -0.087 0.943
H -0.698 4.771 1.318
H 4.464 -4.427 2.008
H 0.093 -2.840 -3.178
H -0.394 1.899 0.375
H -0.583 4.186 8.578
H 0.952 -3.443 -1.108
H -4.946 -5.127 -1.600
H 1.358 0.188 6.220
H 2.502 6.195 -2.359
H 5.519 10.047 1.121
H 3.348 -3.383 -0.142
H 4.070 -0.251 -3.377
H 0.899 3.341 -5.007
H 5.176 6.861 3.059
H 3.416 4.273 -3.757
H -2.458 -7.325 -3.172
H 2.452 6.116 1.853
H 3.164 -1.632 -0.178
H 1.189 -1.197 3.377
H 1.496 -4.700 4.122
H 1.282 4.866 3.659
H 6.688 8.771 1.497
H -0.723 0.088 1.573
H 1.601 1.462 1.843
H 2.051 -1.315 -3.802
H -1.572 -3.869 -1.454
H -0.173 4.735 -4.801
H -3.549 -1.979 -2.729
H -10.275 -6.285 -3.257
H 0.639 5.060 -2.480
H 2.757 2.119 5.518
H -3.624 -7.883 -1.356
H 3.970 -1.484 -2.158
H -0.531 2.158 7.151
H 4.740 5.297 2.393
H 5.674 1.815 -0.654
H -0.175 1.946 -1.356
H -2.533 -2.744 -0.465
H -0.018 3.451 -2.699
H 5.285 9.025 2.535
H -2.451 -6.208 -4.527
H -9.802 -4.346 -4.250
H -1.823 1.968 -0.643
H 3.493 1.512 -1.905
H 1.679 -5.520 2.544
H 2.842 7.705 2.516
H -1.248 -1.469 0.984
H 2.934 -0.978 3.585
H 2.828 4.249 2.197
H -3.574 -8.325 -5.151
H -4.716 -6.973 -5.219
H 1.635 0.250 -3.142
H 1.573 4.963 -4.842
H 0.384 -4.362 2.809
H -8.227 -8.132 -4.601
H 2.958 3.257 0.754
H -4.768 -8.114 -3.873
H 3.056 5.360 -0.907
H -2.503 -3.219 -3.391
H 5.208 8.119 -0.395
H 4.226 5.945 -2.095
```

Properties
Kohn-Sham gap (alpha / beta) = 8.250 / 9.430 eV
HOMO (alpha / beta) = -7.65 / -8.83 eV
⟨S²⟩ = 0.75
Net charge = 0
Multiplicity = 2